DFT (ωB97M-V with the def2-TZVPD basis set) results for a 19-piece molecular cluster, C27H53Cl37F4N5OS2 overall at a distorted geometry.

HOMO-LUMO gap = 6.712 eV

Structure (ORCA input):
```
! wB97M-V def2-TZVPD RIJCOSX def2/J DEFGRID3
* xyz 1 1
C 5.02 -4.21 -3.95
C 3.77 -4.08 -2.85
N 2.54 -4.86 -3.21
C 1.63 -4.22 -4.21
S 2.22 -4.40 -6.02
C 0.23 -5.14 -4.17
F -0.44 -5.21 -5.50
N -0.68 -4.80 -3.02
C -0.95 -3.34 -2.85
N -2.15 -2.69 -2.73
S -3.64 -3.59 -2.76
C -2.28 -1.17 -2.56
C -2.32 -0.77 -0.97
O -1.16 0.02 -0.51
C -3.74 -0.05 -0.50
F -4.76 -1.07 -0.08
F -4.28 0.92 -1.50
F -3.42 0.75 0.72
N 0.30 -2.44 -2.76
Cl 1.10 -2.61 -1.24
C 1.22 -2.66 -3.95
N 0.48 -2.03 -5.14
H 5.04 -5.25 -4.49
H 6.02 -3.89 -3.45
H 4.77 -3.38 -4.77
H 4.21 -4.60 -1.87
H 3.61 -2.96 -2.54
H 2.77 -5.86 -3.43
H 2.28 -5.82 -6.19
H 0.63 -6.25 -3.96
H -1.50 -5.41 -3.13
H -3.43 -4.67 -1.86
H -3.35 -0.91 -3.03
H -1.51 -0.56 -3.20
H -2.29 -1.79 -0.36
H -1.19 0.87 -1.04
H 2.15 -1.93 -3.77
H -0.26 -2.66 -5.50
H 1.15 -1.72 -5.88
C 0.32 0.22 2.31
Cl 0.55 1.64 3.33
Cl 1.73 -0.08 1.29
H 0.14 -0.65 2.94
H -0.55 0.39 1.66
C -1.98 3.83 5.19
Cl -1.39 5.44 4.76
Cl -2.35 3.73 6.92
H -2.89 3.62 4.62
H -1.21 3.10 4.95
C -3.22 -0.85 3.76
Cl -2.46 0.44 4.71
Cl -3.17 -2.39 4.63
H -4.26 -0.58 3.57
H -2.69 -0.96 2.81
C 4.85 -1.69 1.82
Cl 4.40 -2.08 0.15
Cl 6.54 -1.20 1.92
H 4.22 -0.87 2.17
H 4.69 -2.57 2.45
C -0.58 6.81 8.08
Cl 1.04 6.33 7.56
Cl -0.56 8.39 8.86
H -1.24 6.85 7.21
H -0.96 6.07 8.79
C 5.36 1.23 4.36
Cl 3.75 0.68 3.88
Cl 5.35 2.95 4.75
H 5.68 0.66 5.23
H 6.05 1.05 3.53
C 8.48 1.12 -0.36
Cl 7.58 1.21 -1.88
Cl 10.22 1.01 -0.65
H 8.27 2.02 0.23
H 8.15 0.24 0.19
C 4.02 5.86 9.88
Cl 4.25 4.17 10.32
Cl 4.04 6.90 11.31
H 4.83 6.17 9.21
H 3.06 5.97 9.37
C 3.65 -7.77 -1.13
Cl 3.20 -8.16 -2.79
Cl 5.34 -7.28 -1.02
H 3.02 -6.94 -0.78
H 3.49 -8.65 -0.50
C -7.93 0.67 -1.97
Cl -8.54 -0.85 -2.62
Cl -7.80 1.90 -3.24
H -8.61 1.03 -1.20
H -6.93 0.50 -1.54
C 0.53 2.54 10.76
Cl -0.09 1.01 10.11
Cl 0.65 3.76 9.49
H -0.15 2.90 11.53
H 1.52 2.37 11.18
C -12.35 -0.07 -3.34
Cl -11.56 1.30 -2.55
Cl -13.90 -0.44 -2.59
H -12.51 0.18 -4.40
H -11.70 -0.94 -3.27
C -11.07 2.63 -6.13
Cl -11.68 1.10 -6.78
Cl -10.94 3.85 -7.40
H -11.75 2.99 -5.35
H -10.08 2.46 -5.70
C -0.73 -8.03 -7.84
Cl -0.35 -8.68 -9.44
Cl 0.55 -8.41 -6.68
H -0.83 -6.94 -7.91
H -1.67 -8.46 -7.49
C -10.86 6.27 -4.78
Cl -10.10 7.56 -3.83
Cl -10.81 4.73 -3.91
H -11.91 6.54 -4.97
H -10.33 6.17 -5.72
C 12.47 3.93 -2.31
Cl 14.09 3.46 -2.83
Cl 12.50 5.52 -1.53
H 11.82 3.98 -3.18
H 12.10 3.19 -1.60
C 7.50 2.46 8.30
Cl 8.02 3.61 7.05
Cl 6.88 0.97 7.58
H 8.36 2.22 8.94
H 6.72 2.93 8.90
C -0.56 3.54 -2.53
Cl 0.39 2.86 -3.86
Cl -2.14 2.76 -2.40
H -0.01 3.40 -1.60
H -0.70 4.61 -2.72
*
```

DFT (ωB97M-V with the def2-TZVPD basis set) results for C9H13AlBrClI2NOP as an isolated structure at a distorted geometry.

ΔE to the lowest compared entry with this formula, charge and spin = 19.6 kcal/mol
HOMO-LUMO gap (spin up / spin down) = 4.640 / 4.524 eV

Structure (ORCA input):
```
! wB97M-V def2-TZVPD RIJCOSX def2/J DEFGRID3
* xyz 2 1
I 1.12 2.08 -1.12
I -1.00 -2.37 0.17
Al 0.03 0.14 0.35
P -2.06 0.69 -1.01
C -2.15 0.20 -2.76
C -3.57 0.03 -0.25
H -2.18 2.87 0.00
H -3.39 2.66 -1.33
H -1.65 2.98 -1.71
C -2.35 2.49 -1.02
H -3.53 0.21 0.83
H -4.42 0.56 -0.70
H -3.11 0.56 -3.15
H -2.09 -0.90 -2.84
H -3.64 -1.05 -0.44
H -1.31 0.65 -3.32
C 0.58 -0.85 -1.60
O 1.16 -1.38 -2.44
Cl -0.97 1.12 2.00
Br 5.79 -0.56 0.29
C 4.12 -0.81 1.17
C 4.07 -1.30 2.47
C 2.81 -1.42 3.06
C 1.68 -1.01 2.38
N 1.75 -0.51 1.12
C 2.95 -0.49 0.49
H 4.98 -1.55 2.99
H 2.69 -1.82 4.06
H 0.69 -1.08 2.83
H 3.00 -0.13 -0.54
*
```

DFT (ωB97M-V with the def2-TZVPD basis set) results for a 15-piece molecular cluster, C85H155N5O35 overall at a distorted geometry.

HOMO-LUMO gap = 7.732 eV

Structure (ORCA input):
```
! wB97M-V def2-TZVPD RIJCOSX def2/J DEFGRID3
* xyz 0 1
C 1.82 -1.67 -8.99
C 1.57 -1.28 -7.49
C 1.44 -2.54 -6.72
O 2.55 -2.63 -5.86
C 3.37 -1.56 -6.18
O 4.41 -1.28 -5.53
O 2.79 -0.75 -7.06
H 0.92 -2.05 -9.46
H 2.56 -2.41 -9.29
H 2.06 -0.78 -9.58
H 0.69 -0.65 -7.38
H 1.36 -3.39 -7.40
H 0.57 -2.67 -6.07
C -1.37 8.13 1.40
C -2.34 9.04 0.66
C -3.27 8.31 -0.25
O -4.48 8.77 0.14
C -4.41 9.47 1.27
O -5.40 9.81 1.91
O -3.18 9.74 1.60
H -0.69 8.77 1.96
H -0.91 7.43 0.70
H -1.85 7.61 2.22
H -1.82 9.77 0.03
H -3.17 7.23 -0.28
H -3.13 8.64 -1.28
C 1.17 6.20 -8.47
C 0.35 6.12 -7.10
C 1.09 5.32 -6.07
O 1.40 6.29 -5.09
C 0.73 7.47 -5.33
O 0.51 8.45 -4.62
O 0.22 7.41 -6.57
H 0.68 7.02 -9.00
H 1.10 5.29 -9.07
H 2.20 6.57 -8.42
H -0.66 5.82 -7.38
H 2.04 4.91 -6.40
H 0.52 4.53 -5.58
C 0.39 -8.38 3.78
C 0.56 -9.69 4.61
C 0.42 -10.97 3.79
O 1.41 -11.81 4.28
C 2.33 -11.01 4.90
O 3.43 -11.37 5.27
O 1.88 -9.79 5.10
H 0.77 -8.43 2.76
H 0.94 -7.58 4.28
H -0.66 -8.08 3.74
H -0.11 -9.67 5.47
H 0.56 -10.78 2.73
H -0.54 -11.45 3.98
C -8.55 -0.63 -5.96
C -7.12 -0.76 -6.38
C -6.06 -1.18 -5.42
O -5.14 -1.82 -6.30
C -5.73 -2.11 -7.42
O -5.31 -2.90 -8.29
O -6.97 -1.69 -7.39
H -8.85 -1.55 -5.45
H -9.25 -0.51 -6.78
H -8.66 0.26 -5.33
H -6.88 0.22 -6.80
H -6.50 -1.80 -4.65
H -5.76 -0.31 -4.85
C -4.85 8.57 -7.92
C -5.74 7.80 -6.91
C -6.46 6.56 -7.51
O -6.21 5.46 -6.67
C -5.30 5.84 -5.76
O -4.68 5.13 -4.96
O -4.97 7.10 -5.98
H -5.40 9.25 -8.57
H -4.25 7.79 -8.40
H -3.99 9.09 -7.49
H -6.52 8.40 -6.44
H -6.03 6.35 -8.49
H -7.55 6.68 -7.55
C -0.03 2.14 11.89
C 0.94 2.88 10.93
C 1.77 1.96 10.14
O 1.38 2.33 8.79
C 0.48 3.29 8.73
O 0.11 3.90 7.72
O 0.11 3.61 10.01
H 0.50 1.74 12.75
H -0.61 1.35 11.42
H -0.71 2.87 12.34
H 1.54 3.58 11.51
H 1.70 0.89 10.32
H 2.80 2.30 10.19
C -3.47 -0.62 5.59
C -3.50 -1.47 6.91
C -4.64 -2.57 6.76
O -3.99 -3.85 6.78
C -2.63 -3.59 7.00
O -1.81 -4.48 7.11
O -2.40 -2.28 6.88
H -2.76 0.21 5.60
H -4.41 -0.17 5.26
H -3.23 -1.23 4.71
H -3.67 -0.90 7.83
H -5.18 -2.54 5.82
H -5.26 -2.55 7.66
C -6.01 -8.67 -7.35
C -4.57 -8.73 -6.82
C -3.60 -8.07 -7.70
O -3.10 -7.08 -6.77
C -3.55 -7.18 -5.56
O -3.19 -6.53 -4.58
O -4.52 -8.05 -5.61
H -6.32 -7.69 -7.72
H -6.83 -9.03 -6.73
H -6.03 -9.21 -8.30
H -4.26 -9.78 -6.85
H -4.18 -7.75 -8.56
H -2.82 -8.79 -7.93
C -7.04 5.61 5.12
C -7.70 5.31 3.75
C -6.83 4.71 2.62
O -7.53 3.48 2.48
C -8.70 3.42 3.20
O -9.49 2.53 3.15
O -8.75 4.50 3.91
H -6.70 4.69 5.59
H -7.71 6.18 5.76
H -6.22 6.29 4.91
H -8.04 6.25 3.33
H -5.83 4.55 3.03
H -6.80 5.34 1.73
C 5.15 6.76 8.16
C 5.91 6.83 6.82
C 6.65 8.15 6.81
C 7.84 8.16 7.70
C 8.74 7.08 7.24
C 8.21 5.66 7.22
N 6.94 5.73 6.52
O 6.42 4.49 6.16
C 9.20 4.85 6.46
C 8.11 5.22 8.70
C 4.86 6.87 5.72
H 4.85 5.73 8.36
H 4.23 7.35 8.21
H 5.85 6.91 8.99
H 6.98 8.33 5.79
H 6.04 9.00 7.13
H 7.56 8.05 8.75
H 8.38 9.10 7.67
H 9.55 7.11 7.97
H 9.14 7.36 6.27
H 9.26 5.31 5.47
H 10.21 4.90 6.86
H 8.89 3.82 6.35
H 9.05 4.84 9.12
H 7.76 5.98 9.40
H 7.42 4.39 8.83
H 4.36 5.94 5.45
H 5.39 7.25 4.84
H 4.02 7.49 6.00
H 6.67 4.57 5.23
C 5.65 -7.60 -1.91
C 4.79 -8.85 -2.12
C 3.30 -8.49 -2.46
C 3.15 -8.23 -4.00
C 3.62 -9.46 -4.74
C 5.08 -9.86 -4.47
N 5.30 -9.93 -3.01
O 6.41 -10.54 -2.52
C 5.16 -11.25 -5.08
C 6.05 -8.90 -5.19
C 4.64 -9.44 -0.72
H 5.24 -6.86 -1.22
H 5.82 -6.97 -2.79
H 6.64 -7.88 -1.54
H 2.58 -9.19 -2.03
H 3.07 -7.54 -1.97
H 3.66 -7.32 -4.33
H 2.10 -8.07 -4.23
H 3.56 -9.29 -5.82
H 2.98 -10.32 -4.56
H 4.40 -11.93 -4.69
H 5.07 -11.20 -6.17
H 6.12 -11.72 -4.86
H 7.07 -9.04 -4.84
H 6.08 -9.11 -6.26
H 5.74 -7.85 -5.13
H 4.00 -8.81 -0.10
H 5.55 -9.44 -0.11
H 4.30 -10.47 -0.67
H 6.06 -11.35 -2.12
C 7.96 4.56 -0.74
C 7.31 5.96 -0.92
C 7.85 6.77 0.25
C 9.28 7.33 0.05
C 9.31 8.12 -1.28
C 8.93 7.20 -2.49
N 7.56 6.64 -2.20
O 7.00 5.98 -3.32
C 8.90 8.20 -3.77
C 10.09 6.10 -2.77
C 5.81 5.87 -0.71
H 7.58 3.85 -1.47
H 7.67 4.15 0.23
H 9.03 4.48 -0.89
H 7.26 7.64 0.49
H 7.73 6.34 1.25
H 10.11 6.63 0.10
H 9.53 8.14 0.75
H 10.33 8.51 -1.35
H 8.66 8.99 -1.21
H 8.10 8.92 -3.59
H 9.80 8.81 -3.79
H 8.74 7.71 -4.73
H 10.62 5.75 -1.88
H 9.75 5.16 -3.20
H 10.87 6.48 -3.43
H 5.32 6.83 -0.55
H 5.59 5.33 0.22
H 5.19 5.38 -1.47
H 6.18 6.45 -3.50
C 1.62 -0.91 3.11
C 1.30 -0.77 1.62
C 0.62 -2.11 1.28
C -0.03 -2.18 -0.08
C -1.07 -1.07 -0.08
C -0.48 0.37 0.14
N 0.31 0.36 1.37
O 0.86 1.58 1.68
C 0.21 0.79 -1.18
C -1.74 1.19 0.38
C 2.67 -0.63 0.83
H 1.92 0.07 3.49
H 2.57 -1.41 3.30
H 0.89 -1.32 3.82
H 1.40 -2.87 1.20
H -0.08 -2.44 2.05
H -0.52 -3.15 -0.09
H 0.69 -2.26 -0.90
H -1.87 -1.46 0.54
H -1.51 -1.13 -1.08
H 0.75 -0.02 -1.67
H -0.55 1.13 -1.89
H 0.92 1.59 -1.00
H -2.25 0.79 1.27
H -1.44 2.20 0.63
H -2.44 1.10 -0.45
H 3.31 0.07 1.36
H 2.68 -0.37 -0.23
H 3.26 -1.55 0.91
H 0.34 1.74 2.47
C -7.01 -4.55 1.39
C -8.35 -5.41 1.50
C -9.47 -4.35 1.22
C -10.86 -4.94 0.91
C -10.65 -6.05 -0.14
C -9.58 -7.15 0.06
N -8.36 -6.56 0.53
O -7.33 -7.42 0.75
C -10.22 -8.23 1.00
C -9.27 -7.77 -1.35
C -8.45 -6.07 2.89
H -6.16 -5.06 1.85
H -7.01 -3.55 1.83
H -6.77 -4.47 0.33
H -9.67 -3.71 2.07
H -9.26 -3.70 0.37
H -11.57 -4.17 0.58
H -11.23 -5.33 1.85
H -10.54 -5.51 -1.07
H -11.59 -6.61 -0.16
H -10.92 -8.88 0.48
H -9.43 -8.85 1.43
H -10.69 -7.63 1.78
H -9.97 -8.55 -1.66
H -9.26 -6.97 -2.09
H -8.27 -8.21 -1.36
H -9.16 -6.89 2.90
H -8.76 -5.40 3.69
H -7.51 -6.57 3.13
H -6.73 -7.15 0.06
*
```

DFT (ωB97M-V with the def2-TZVPD basis set) results for ClLi as an isolated structure at a distorted geometry.

ΔE to the lowest compared entry with this formula, charge and spin = 3.8 kcal/mol
HOMO-LUMO gap = 7.959 eV

Structure (ORCA input):
```
! wB97M-V def2-TZVPD RIJCOSX def2/J DEFGRID3
* xyz 0 1
Li -0.31 0.64 -0.89
Cl 0.31 -0.64 0.89
*
```

DFT (ωB97M-V with the def2-TZVPD basis set) results for a 2-piece molecular cluster, C5H9F overall at a distorted geometry.

ΔE to the lowest compared entry with this formula, charge and spin = 105.1 kcal/mol
HOMO-LUMO gap = 9.329 eV

Structure (ORCA input):
```
! wB97M-V def2-TZVPD RIJCOSX def2/J DEFGRID3
* xyz 0 1
C 1.64 -1.22 -0.63
C 1.86 -0.25 0.23
C -1.59 0.66 -0.28
C 1.32 1.09 0.10
C -2.40 -0.50 0.18
F -2.18 1.74 0.17
H 1.05 -0.91 -1.42
H 2.08 -2.24 -0.68
H 2.41 -0.32 1.13
H 2.11 1.69 0.49
H 0.49 1.17 0.69
H 1.14 1.36 -0.98
H -1.98 -1.53 0.37
H -3.14 -0.40 -0.52
H -2.81 -0.33 1.16
*
```